No. 1
Computed, not measured: C4H9NO2 in the gas phase in a non-equilibrium geometry, with wB97M-V/def2-TZVPD.

Calculated values
**HOMO level**: -9.8449 eV
**Energy**: -362.9948 Eh
**Lowest unoccupied orbital energy**: 0.65 eV
**Charge**: 0

Each atom is followed by the atoms it is bonded to, with distances in Å.
CARTESIAN COORDINATES (ANGSTROEM)
1 O -1.21 0.33 -1.25  C4 1.446, H9 0.964
2 O -0.28 1.37 1.85  C6 1.195
3 N 0.03 -1.79 0.15  C7 1.461, H8 1.010, H11 1.006
4 C 0.13 0.46 -0.71  O1 1.446, C5 1.561, C7 1.529, H10 1.085
5 C 1.19 0.19 -1.83  C4 1.561, H12 1.114, H15 1.089, H16 1.092
6 C -0.33 0.18 1.77  O2 1.195, C7 1.594, H13 1.107
7 C 0.41 -0.43 0.50  N3 1.461, C4 1.529, C6 1.594, H14 1.087
8 H -0.56 -2.14 0.89  N3 1.010
9 H -1.58 -0.41 -0.75  O1 0.964
10 H 0.19 1.53 -0.54  C4 1.085
11 H 0.79 -2.41 -0.08  N3 1.006
12 H 0.45 0.32 -2.66  C5 1.114
13 H -0.95 -0.49 2.40  C6 1.107
14 H 1.43 -0.26 0.83  C7 1.087
15 H 1.65 -0.78 -1.98  C5 1.089
16 H 1.87 1.03 -1.96  C5 1.092

Mulliken atomic charge list, values in e, 2 entries: O -0.555; O -0.431

***

No. 2
Computed, not measured: a 2-piece molecular cluster, C4H9NO2 overall, with wB97M-V/def2-TZVPD.

Calculated values
**HOMO level**: -9.7407 eV
**Energy**: -363.0195 Eh
**Lowest unoccupied orbital energy**: 0.74 eV
**Charge**: 0

Each atom is followed by the atoms it is bonded to, with distances in Å.
CARTESIAN COORDINATES (ANGSTROEM)
1 O 0.22 -1.23 3.47  C7 1.209
2 O 0.43 -1.24 -0.88  C4 1.430, H11 0.963
3 N 1.38 0.09 2.02  C7 1.359, H8 1.009, H15 1.003
4 C -0.59 -0.80 -1.78  O2 1.430, C5 1.495, H10 1.093, H13 1.095
5 C -1.22 0.44 -1.22  C4 1.495, C6 1.327, H12 1.085
6 C -1.12 1.62 -1.80  C5 1.327, H9 1.084, H16 1.082
7 C 0.99 -0.32 3.25  O1 1.209, N3 1.359, H14 1.105
8 H 0.97 -0.40 1.23  N3 1.009
9 H -0.58 1.76 -2.73  C6 1.084
10 H -0.18 -0.57 -2.77  C4 1.093
11 H 1.02 -1.85 -1.33  O2 0.963
12 H -1.73 0.37 -0.26  C5 1.085
13 H -1.34 -1.59 -1.88  C4 1.095
14 H 1.47 0.25 4.07  C7 1.105
15 H 1.86 0.97 1.96  N3 1.003
16 H -1.59 2.49 -1.35  C6 1.082

Mulliken atomic charge list, values in e, 2 entries: O -0.548; O -0.510

***

No. 3
Computed, not measured: a 3-piece molecular cluster, C4H9NO2 overall in a non-equilibrium geometry, with wB97M-V/def2-TZVPD.

Calculated values
**HOMO level**: -9.2394 eV
**Energy**: -362.9255 Eh
**Lowest unoccupied orbital energy**: -0.44 eV
**Charge**: 0

Each atom is followed by the atoms it is bonded to, with distances in Å.
CARTESIAN COORDINATES (ANGSTROEM)
1 O -1.59 1.58 2.37  H13 0.969, H16 0.960
2 O 1.07 1.62 -2.08  H9 0.966, H10 0.964
3 N -0.31 -0.54 0.97  C5 1.484, C6 1.451, H11 1.021
4 C -0.11 -1.33 -1.21  C5 1.469, C7 1.370, H8 1.103
5 C -1.11 -0.90 -0.23  N3 1.484, C4 1.469, H14 1.125
6 C 1.03 -0.23 0.49  N3 1.451, C7 1.416, H15 1.075
7 C 1.12 -0.98 -0.71  C4 1.370, C6 1.416, H12 1.126
8 H -0.18 -1.80 -2.20  C4 1.103
9 H 0.49 0.86 -2.14  O2 0.966
10 H 1.47 1.40 -1.23  O2 0.964
11 H -0.01 -1.37 1.48  N3 1.021
12 H 1.98 -1.49 -1.22  C7 1.126
13 H -0.89 1.23 1.80  O1 0.969
14 H -2.03 -1.54 -0.15  C5 1.125
15 H 1.72 0.08 1.25  C6 1.075
16 H -1.80 0.93 3.06  O1 0.960

Mulliken atomic charge list, values in e, 2 entries: O -0.681; O -0.658

***

No. 4
Computed, not measured: C4H9NO2 in the gas phase in a non-equilibrium geometry, with wB97M-V/def2-TZVPD.

Calculated values
**HOMO level**: -9.7825 eV
**Energy**: -363.0302 Eh
**Lowest unoccupied orbital energy**: 0.70 eV
**Charge**: 0

Each atom is followed by the atoms it is bonded to, with distances in Å.
CARTESIAN COORDINATES (ANGSTROEM)
1 O 2.34 -1.15 0.56  C4 1.441, H15 0.958
2 O -2.31 2.55 -0.13  C7 1.209
3 N -0.55 1.17 0.09  C5 1.468, C7 1.371, H14 1.004
4 C 1.54 -0.05 0.08  O1 1.441, C5 1.535, H8 1.086, H9 1.098
5 C 0.03 -0.15 0.37  N3 1.468, C4 1.535, C6 1.516, H10 1.089
6 C -0.65 -1.25 -0.43  C5 1.516, H12 1.084, H13 1.110, H16 1.087
7 C -1.87 1.42 -0.14  O2 1.209, N3 1.371, H11 1.094
8 H 1.96 0.84 0.53  C4 1.086
9 H 1.75 0.04 -0.99  C4 1.098
10 H -0.02 -0.30 1.44  C5 1.089
11 H -2.54 0.57 -0.32  C7 1.094
12 H -0.35 -2.29 -0.36  C6 1.084
13 H -1.62 -1.34 0.11  C6 1.110
14 H -0.04 1.92 0.51  N3 1.004
15 H 3.19 -1.06 0.12  O1 0.958
16 H -0.86 -0.95 -1.45  C6 1.087

Mulliken atomic charge list, values in e, 2 entries: O -0.524; O -0.556

***

No. 5
Computed, not measured: a 3-piece molecular cluster, C4H9NO2 overall in a non-equilibrium geometry, with wB97M-V/def2-TZVPD.

Calculated values
**HOMO level**: -9.8176 eV
**Energy**: -362.9554 Eh
**Lowest unoccupied orbital energy**: 0.07 eV
**Charge**: 0

Each atom is followed by the atoms it is bonded to, with distances in Å.
CARTESIAN COORDINATES (ANGSTROEM)
1 O 1.95 -1.78 1.35  C4 1.221
2 O -0.43 1.94 -1.03  C6 1.201
3 N 1.14 0.37 1.42  C4 1.358, H11 1.012, H12 0.999
4 C 1.18 -0.91 0.96  O1 1.221, N3 1.358, C7 1.453
5 C -1.16 -0.89 0.36  C7 1.328, H15 1.108, H16 1.081
6 C -1.42 1.29 -1.20  O2 1.201, H9 1.094, H10 1.129
7 C 0.08 -1.29 0.09  C4 1.453, C5 1.328, H8 1.093
8 H 0.32 -2.22 -0.44  C7 1.093
9 H -2.26 1.42 -0.51  C6 1.094
10 H -1.57 0.48 -1.97  C6 1.129
11 H 0.65 1.05 0.86  N3 1.012
12 H 1.95 0.67 1.91  N3 0.999
13 H 1.70 0.50 -1.30  H14 0.734
14 H 1.27 1.08 -1.43  H13 0.734
15 H -1.45 -0.32 1.26  C5 1.108
16 H -1.94 -1.44 -0.15  C5 1.081

Mulliken atomic charge list, values in e, 2 entries: O -0.611; O -0.448

***

No. 6
Computed, not measured: a 2-piece molecular cluster, C4H9NO2 overall, with wB97M-V/def2-TZVPD.

Calculated values
**HOMO level**: -10.0371 eV
**Energy**: -363.0226 Eh
**Lowest unoccupied orbital energy**: 1.05 eV
**Charge**: 0

Each atom is followed by the atoms it is bonded to, with distances in Å.
CARTESIAN COORDINATES (ANGSTROEM)
1 O 1.87 -1.21 -1.48  C5 1.434, C6 1.327
2 O 0.92 -1.81 0.48  C6 1.207
3 N -0.66 0.92 -0.49  C4 1.271, H12 1.025
4 C -1.29 0.44 0.50  N3 1.271, C7 1.502, H15 1.094
5 C 2.54 -0.12 -0.82  O1 1.434, H11 1.090, H14 1.093, H16 1.093
6 C 1.07 -1.93 -0.72  O1 1.327, O2 1.207, H10 1.100
7 C -2.54 0.97 1.14  C4 1.502, H8 1.096, H9 1.096, H13 1.095
8 H -2.37 1.18 2.20  C7 1.096
9 H -3.34 0.22 1.08  C7 1.096
10 H 0.56 -2.69 -1.33  C6 1.100
11 H 3.23 0.29 -1.55  C5 1.090
12 H -1.14 1.76 -0.84  N3 1.025
13 H -2.89 1.89 0.65  C7 1.095
14 H 3.07 -0.49 0.06  C5 1.093
15 H -0.86 -0.46 0.95  C4 1.094
16 H 1.79 0.62 -0.52  C5 1.093

Mulliken atomic charge list, values in e, 2 entries: O -0.270; O -0.526

***

No. 7
Computed, not measured: C4H9NO2 in the gas phase in a non-equilibrium geometry, with wB97M-V/def2-TZVPD.

Calculated values
**HOMO level**: -10.0485 eV
**Energy**: -363.0069 Eh
**Lowest unoccupied orbital energy**: 0.80 eV
**Charge**: 0

Each atom is followed by the atoms it is bonded to, with distances in Å.
CARTESIAN COORDINATES (ANGSTROEM)
1 O -0.68 1.70 1.50  C5 1.401, H10 0.968
2 O -2.58 -0.94 0.51  C4 1.200
3 N -0.30 -1.06 0.79  C4 1.413, C7 1.501, H15 1.041
4 C -1.49 -1.05 0.02  O2 1.200, N3 1.413, H9 1.110
5 C -0.06 1.33 0.30  O1 1.401, C7 1.548, H8 1.106, H13 1.097
6 C 1.33 -0.28 -1.03  C7 1.529, H11 1.096, H12 1.094, H14 1.096
7 C 0.69 -0.02 0.34  N3 1.501, C5 1.548, C6 1.529, H16 1.099
8 H -0.78 1.32 -0.54  C5 1.106
9 H -1.32 -1.22 -1.06  C4 1.110
10 H -1.37 1.04 1.69  O1 0.968
11 H 2.09 0.48 -1.25  C6 1.096
12 H 1.82 -1.26 -1.05  C6 1.094
13 H 0.66 2.13 0.07  C5 1.097
14 H 0.59 -0.24 -1.83  C6 1.096
15 H -0.14 -2.06 0.55  N3 1.041
16 H 1.47 0.07 1.10  C7 1.099

Mulliken atomic charge list, values in e, 2 entries: O -0.528; O -0.452

***

No. 8
Computed, not measured: C4H9NO2 in the gas phase in a non-equilibrium geometry, with wB97M-V/def2-TZVPD.

Calculated values
**HOMO level**: -9.6442 eV
**Energy**: -363.0261 Eh
**Lowest unoccupied orbital energy**: 0.65 eV
**Charge**: 0

Each atom is followed by the atoms it is bonded to, with distances in Å.
CARTESIAN COORDINATES (ANGSTROEM)
1 O -2.04 -0.99 -0.03  C4 1.403, H12 0.968
2 O 0.94 0.35 2.38  C6 1.211
3 N 0.50 1.18 0.25  C5 1.465, C6 1.370, H16 1.005
4 C -1.37 -0.13 -0.91  O1 1.403, C5 1.564, H11 1.092, H14 1.093
5 C 0.16 0.06 -0.63  N3 1.465, C4 1.564, C7 1.491, H10 1.098
6 C 0.96 1.22 1.54  O2 1.211, N3 1.370, H8 1.097
7 C 0.87 -1.20 -0.30  C5 1.491, H9 1.103, H13 1.096, H15 1.091
8 H 1.16 2.26 1.79  C6 1.097
9 H 1.96 -1.03 -0.32  C7 1.103
10 H 0.60 0.38 -1.59  C5 1.098
11 H -1.37 -0.68 -1.85  C4 1.092
12 H -2.05 -0.68 0.88  O1 0.968
13 H 0.76 -2.01 -1.03  C7 1.096
14 H -1.82 0.87 -0.89  C4 1.093
15 H 0.73 -1.64 0.69  C7 1.091
16 H 0.02 2.03 0.02  N3 1.005

Mulliken atomic charge list, values in e, 2 entries: O -0.517; O -0.514